No. 1
The following is a DFT calculation (ωB97M-V/def2-TZVPD) of C28H52FeGeN3O7S as an isolated structure.

The geometry in XYZ format:
```
93
C28H52FeGeN3O7S, DFT ωB97M-V/def2-TZVPD
Fe 0.71608 -0.42821 0.47873
C 1.89341 5.18416 -0.39569
C 2.56240 4.03431 -1.19161
C 2.02470 4.09810 -2.57189
C 4.06526 4.18498 -1.16713
O 2.04516 2.83023 -0.57027
Ge 2.95599 1.26530 -0.78224
O 2.35571 0.47440 0.93051
C 3.40170 0.31020 2.00006
C 2.58950 0.05466 3.30491
C 4.26585 1.56584 2.03529
C 4.21144 -0.89877 1.54171
O 1.32216 0.16790 -1.29524
C 1.33971 -0.83513 -2.40312
C 1.43466 0.04277 -3.64431
C 2.54256 -1.79371 -2.26856
C 0.01173 -1.57695 -2.33618
H 2.06435 6.14608 -0.84471
H 2.25275 5.24539 0.61171
H 0.83480 4.96520 -0.47039
H 2.29620 4.90427 -3.20489
H 0.95097 4.01578 -2.68441
H 2.47144 3.26917 -3.11220
H 4.31312 5.18351 -1.61580
H 4.57684 3.43997 -1.76076
H 4.47074 4.18068 -0.13846
H 2.35925 0.93959 3.87688
H 3.18964 -0.55227 3.97875
H 1.67842 -0.42371 3.01508
H 3.76044 2.50094 2.23781
H 4.88185 1.63818 1.15427
H 4.93438 1.45787 2.91734
H 3.48149 -1.66481 1.25487
H 4.80539 -1.39099 2.37224
H 4.83414 -0.65433 0.68193
H 2.43049 0.51097 -3.60473
H 0.67379 0.81479 -3.76890
H 1.45559 -0.62993 -4.51212
H 3.46615 -1.22752 -2.13000
H 2.72408 -2.38494 -3.16607
H 2.48418 -2.46259 -1.35886
H -0.78875 -0.97930 -1.91770
H 0.00174 -2.44192 -1.69284
H -0.20999 -1.84105 -3.36550
C -1.90770 3.15667 -0.69197
C -1.04811 1.88791 -0.88050
N -0.99261 1.17050 0.38557
C -0.54407 2.11129 1.47649
C -1.78086 3.03169 1.73088
N -2.67533 2.98835 0.57801
C -3.40813 1.73001 0.49897
C -2.30403 0.58376 0.61440
H -2.67563 3.30307 -1.46678
H -1.35519 4.10726 -0.63714
H -0.04699 2.16146 -1.33745
H -1.57543 1.26771 -1.62728
H 0.36976 2.65609 1.20420
H -0.25485 1.57626 2.37889
H -1.52536 4.02800 1.88354
H -2.39316 2.66083 2.56573
H -3.38565 3.78769 0.65579
H -4.02776 1.76082 -0.42678
H -4.09618 1.64082 1.30866
H -2.55665 -0.30400 0.00816
H -2.39701 0.23807 1.63574
C -6.00853 -1.14561 -0.64117
C -5.03183 -2.21929 -0.31339
C -4.03454 -2.44953 -1.24543
C -3.06736 -3.44238 -0.97711
C -3.07204 -4.13171 0.24529
C -4.04602 -3.83207 1.21650
C -5.04863 -2.90367 0.90787
S -2.02966 -5.54454 0.50141
O -2.16565 -5.92368 1.91155
O -2.40600 -6.35918 -0.60879
N -0.50429 -5.05082 0.34480
C 0.38424 -4.96588 1.53788
C 0.02341 -3.80708 2.33892
C 0.27977 -2.48641 1.64780
O 0.97292 -2.42652 0.62135
O -0.10311 -1.33588 2.05766
H -6.57639 -1.44785 -1.50947
H -5.46331 -0.18510 -0.90446
H -6.62840 -0.77686 0.08996
H -4.07188 -1.93901 -2.23816
H -2.32231 -3.72662 -1.71324
H -4.05789 -4.35747 2.18988
H -5.76956 -2.59117 1.61090
H -0.11507 -5.31669 -0.57969
H 1.42414 -4.88906 1.18900
H 0.26994 -5.86228 2.17743
H 0.65596 -3.76754 3.23122
H -1.03848 -3.89950 2.63689
```

Multiplicity   6
Net charge   +2
<S²>   8.76
Orbital gap (spin up / spin down)   0.309 / 0.227 hartree
Highest occupied orbital energy (spin up / spin down)   -13.707 / -13.706 eV
F_max   2.841 eV Å⁻¹
E_LUMO (spin up / spin down)   -5.300 / -7.535 eV

***

No. 2
The following is a DFT calculation (ωB97M-V/def2-TZVPD) of one molecule with the formula C3H8N4O.

The geometry in XYZ format:
```
16
C3H8N4O, DFT ωB97M-V/def2-TZVPD
C 1.38580 -1.33193 0.53351
C -1.81523 -0.26593 -0.86868
C -0.60062 -0.37332 0.01468
N 0.82561 1.83638 0.00267
O -0.88040 -0.03864 1.35294
N 0.62111 0.56384 -0.51850
N 1.71482 -0.24657 -0.34688
N 0.12712 -1.56865 -0.15598
H -0.89634 0.93031 1.40894
H 0.79511 2.54014 -0.72540
H 1.66967 1.90813 0.56187
H 2.08446 -2.15216 0.38036
H 1.31804 -1.06214 1.59598
H -2.24264 0.73678 -0.80783
H -1.54338 -0.49241 -1.89928
H -2.56315 -0.98383 -0.52840
```

Orbital gap (spin up / spin down)   0.280 / 0.331 hartree
Highest occupied orbital energy (spin up / spin down)   -8.277 / -9.220 eV
F_max   1.763 eV Å⁻¹
E_LUMO (spin up / spin down)   -0.657 / -0.225 eV